DFT (ωB97M-V with the def2-TZVPD basis set) results for a single CHNO molecule.

Geometry (Å):
C: -0.449 -0.125 -0.355
N: -0.753 -0.754 -1.243
O: 0.206 0.653 0.823
H: 0.997 0.226 0.775

## Properties
molecular weight = 43.0 g mol⁻¹
energy above the lowest of the compared OMol25 structures with the same formula, charge and spin = 2.3311 eV
multiplicity = 1
HOMO level = -12.362 eV
electronic energy = -168.62042 Eh
gap between HOMO and LUMO = 0.4503 Eh
total charge = 0

=====

DFT (ωB97M-V with the def2-TZVPD basis set) results for 12 unconnected molecules or ions with the total composition C36H84N12O12.

Geometry (Å):
C: 1.946 1.495 4.736
C: 3.072 2.247 5.489
O: 2.798 3.256 6.157
N: 4.370 1.879 5.320
C: 4.841 0.832 4.438
H: 1.012 2.022 4.540
H: 1.630 0.760 5.476
H: 2.283 0.886 3.898
H: 5.057 2.434 5.810
H: 4.578 -0.161 4.802
H: 5.911 0.761 4.633
H: 4.547 0.940 3.394
C: -3.754 -3.093 -2.528
C: -3.580 -3.223 -4.028
O: -2.740 -2.471 -4.557
N: -4.473 -4.054 -4.626
C: -4.601 -4.319 -6.042
H: -3.185 -2.199 -2.276
H: -3.341 -3.945 -1.988
H: -4.795 -2.859 -2.307
H: -4.915 -4.644 -3.936
H: -4.894 -5.320 -6.359
H: -3.739 -4.006 -6.632
H: -5.370 -3.626 -6.384
C: -0.383 -5.776 0.267
C: -1.585 -6.239 -0.502
O: -2.726 -5.964 -0.075
N: -1.422 -7.105 -1.511
C: -2.482 -7.675 -2.289
H: 0.527 -6.042 -0.272
H: -0.354 -6.098 1.308
H: -0.298 -4.692 0.339
H: -0.467 -7.257 -1.803
H: -3.501 -7.616 -1.908
H: -2.255 -8.725 -2.473
H: -2.486 -7.281 -3.306
C: 4.761 3.448 -2.902
C: 4.337 2.379 -1.865
O: 3.807 1.369 -2.261
N: 4.518 2.531 -0.560
C: 4.137 1.543 0.478
H: 5.779 3.204 -3.205
H: 4.799 4.431 -2.431
H: 4.064 3.286 -3.724
H: 5.036 3.347 -0.266
H: 5.039 1.004 0.769
H: 3.548 0.741 0.032
H: 3.617 1.931 1.353
C: -3.699 -3.381 1.253
C: -4.671 -2.218 1.569
O: -4.555 -1.112 1.071
N: -5.715 -2.366 2.424
C: -6.024 -3.655 3.019
H: -3.574 -4.071 2.088
H: -2.762 -3.115 0.763
H: -4.181 -4.059 0.549
H: -6.360 -1.597 2.537
H: -5.536 -3.693 3.993
H: -5.713 -4.507 2.416
H: -7.089 -3.744 3.235
C: 1.014 6.623 6.087
C: 1.077 6.402 4.559
O: 0.909 7.307 3.703
N: 1.248 5.092 4.337
C: 1.225 4.444 3.011
H: 0.086 7.144 6.327
H: 1.953 7.071 6.410
H: 0.954 5.698 6.660
H: 1.478 4.532 5.145
H: 2.171 4.307 2.487
H: 0.616 4.998 2.296
H: 0.680 3.501 3.042
C: 2.958 -6.071 -4.516
C: 2.024 -5.387 -3.459
O: 0.973 -5.935 -3.095
N: 2.338 -4.145 -3.134
C: 1.751 -3.498 -2.020
H: 3.811 -5.453 -4.796
H: 2.403 -6.159 -5.450
H: 3.322 -6.989 -4.057
H: 3.255 -3.849 -3.438
H: 1.991 -3.960 -1.062
H: 0.669 -3.557 -2.136
H: 1.962 -2.431 -1.962
C: 0.325 -5.266 5.998
C: 1.065 -4.493 4.972
O: 2.258 -4.803 4.710
N: 0.523 -3.476 4.358
C: 1.140 -2.606 3.347
H: -0.327 -4.645 6.612
H: 0.867 -6.016 6.575
H: -0.399 -5.968 5.585
H: -0.456 -3.391 4.595
H: 0.491 -1.766 3.099
H: 1.290 -3.256 2.485
H: 2.089 -2.168 3.659
C: 1.593 6.012 -2.226
C: 0.615 6.698 -3.186
O: 0.926 6.723 -4.387
N: -0.529 7.215 -2.686
C: -1.598 7.981 -3.326
H: 2.562 6.002 -2.727
H: 1.395 5.013 -1.840
H: 1.858 6.730 -1.450
H: -0.834 6.812 -1.812
H: -1.551 9.050 -3.116
H: -2.434 7.500 -2.819
H: -1.551 7.713 -4.381
C: 0.515 2.080 0.039
C: 0.567 0.593 0.294
O: 1.300 0.167 1.213
N: -0.370 -0.149 -0.278
C: -0.432 -1.612 -0.200
H: -0.392 2.354 -0.501
H: 1.263 2.369 -0.699
H: 0.757 2.691 0.908
H: -0.778 0.297 -1.086
H: -0.944 -1.951 0.700
H: 0.603 -1.945 -0.125
H: -0.887 -2.033 -1.096
C: 0.910 1.809 -4.204
C: -0.273 0.849 -3.956
O: -1.189 1.283 -3.336
N: -0.147 -0.447 -4.259
C: 0.830 -1.038 -5.200
H: 1.838 1.282 -3.984
H: 0.877 2.638 -3.497
H: 0.991 2.134 -5.241
H: -0.964 -0.987 -4.015
H: 1.877 -1.250 -4.981
H: 0.810 -0.389 -6.075
H: 0.491 -2.005 -5.573
C: -1.341 6.952 1.176
C: -1.598 5.516 0.756
O: -0.987 5.013 -0.249
N: -2.655 4.959 1.357
C: -3.038 3.568 1.122
H: -2.126 7.626 0.832
H: -0.418 7.406 0.817
H: -1.313 7.036 2.262
H: -3.265 5.446 1.998
H: -3.451 3.020 1.969
H: -2.222 3.033 0.635
H: -3.808 3.585 0.352

## Properties
molecular weight = 877.1 g mol⁻¹
energy above the lowest of the compared OMol25 structures with the same formula, charge and spin = 1.5722 eV
multiplicity = 2
HOMO level (alpha / beta) = 0.636 / -7.140 eV
electronic energy = -2982.12389 Eh
gap between HOMO and LUMO (alpha / beta) = 0.0535 / 0.3410 Eh
total charge = -1

=====

DFT (ωB97M-V with the def2-TZVPD basis set) results for a single C6H12N2O2SSi molecule.

Geometry (Å):
C: -1.255 1.513 0.380
C: -2.542 1.737 0.167
C: -2.164 -0.219 -0.664
C: 0.655 -2.824 -1.339
C: 2.442 1.791 0.134
C: 0.952 -0.589 1.799
N: -1.013 0.194 -0.032
N: -3.111 0.736 -0.536
O: 1.083 -1.434 -1.150
O: 1.602 0.929 -0.612
Si: 0.678 -0.304 -0.089
S: -2.593 -1.678 -1.320
H: -0.481 1.989 1.024
H: -3.136 2.630 0.342
H: 1.179 -3.312 -2.243
H: -0.415 -2.903 -1.825
H: 0.928 -3.462 -0.439
H: 1.880 2.548 0.540
H: 3.196 2.339 -0.628
H: 3.048 1.222 0.834
H: 1.094 0.402 2.146
H: 0.029 -0.902 2.405
H: 1.932 -1.016 2.060
H: -3.986 0.613 -0.955

## Properties
molecular weight = 204.3 g mol⁻¹
energy above the lowest of the compared OMol25 structures with the same formula, charge and spin = 0.0000 eV
multiplicity = 1
HOMO level = -7.577 eV
electronic energy = -1183.55879 Eh
gap between HOMO and LUMO = 0.3024 Eh
total charge = 0

=====

DFT (ωB97M-V with the def2-TZVPD basis set) results for a gas-phase ion, C4H7O3S (charge -1).

Geometry (Å):
C: 0.710 0.823 -0.201
C: 1.004 -0.988 -0.268
C: 2.508 -1.214 -0.442
C: -2.229 0.355 0.974
O: -1.276 2.662 -0.109
O: 0.185 -1.810 -0.246
O: -1.685 0.912 -1.607
S: -1.023 1.237 -0.341
H: 0.997 1.179 0.756
H: 2.609 -0.715 -1.385
H: 3.087 -0.751 0.273
H: 2.704 -2.272 -0.588
H: -2.980 0.095 0.206
H: -2.018 -0.632 1.474
H: -2.593 1.120 1.503

## Properties
molecular weight = 135.2 g mol⁻¹
energy above the lowest of the compared OMol25 structures with the same formula, charge and spin = 3.8264 eV
multiplicity = 1
HOMO level = -3.478 eV
electronic energy = -780.44208 Eh
gap between HOMO and LUMO = 0.2677 Eh
total charge = -1

=====

DFT (ωB97M-V with the def2-TZVPD basis set) results for a molecular structure, C38H40BrCl48F2N2O3P.

Geometry (Å):
C: 3.827 3.061 0.723
C: 5.133 3.150 -0.168
C: 5.163 1.897 -1.139
C: 3.740 1.404 -1.638
C: 3.950 0.796 -3.112
C: 4.852 -0.521 -3.044
C: 3.970 -1.697 -2.421
C: 4.620 -2.399 -1.153
C: 3.686 -2.448 0.116
C: 2.469 -3.478 -0.047
C: 1.111 -2.652 -0.314
C: 0.334 -3.397 -1.430
C: -1.095 -2.932 -1.909
P: -1.472 -1.080 -1.889
C: -0.118 0.270 -1.961
C: 0.030 1.197 -0.723
C: 0.791 0.939 0.519
C: 0.904 1.922 1.628
C: 0.287 3.270 1.552
C: -0.456 3.572 0.318
C: -0.564 2.558 -0.796
O: -1.381 -0.949 -0.155
C: -1.940 -1.865 0.615
N: -2.467 -2.732 1.161
C: -3.227 -0.341 -1.785
Br: -4.617 -1.789 -1.657
C: -3.518 0.708 -0.645
C: -4.605 0.281 0.460
N: -1.453 -1.076 -3.684
C: -0.238 -1.192 -4.402
O: 0.438 -2.145 -4.613
F: 0.201 -0.015 -5.035
C: -2.546 -1.580 -4.448
O: -3.036 -0.872 -5.281
F: -3.102 -2.843 -4.360
H: 3.688 1.991 1.067
H: 2.885 3.315 0.153
H: 3.843 3.707 1.641
H: 6.008 3.162 0.548
H: 5.081 4.135 -0.719
H: 5.623 1.040 -0.563
H: 5.762 2.184 -2.047
H: 2.966 2.209 -1.717
H: 3.350 0.553 -1.011
H: 4.529 1.573 -3.688
H: 2.972 0.602 -3.633
H: 5.149 -0.791 -4.102
H: 5.793 -0.360 -2.456
H: 2.959 -1.255 -2.206
H: 3.819 -2.481 -3.223
H: 5.574 -1.832 -0.928
H: 4.882 -3.468 -1.416
H: 3.324 -1.404 0.345
H: 4.328 -2.745 1.001
H: 2.740 -4.119 -0.931
H: 2.375 -4.052 0.913
H: 1.460 -1.642 -0.652
H: 0.627 -2.560 0.693
H: 1.025 -3.474 -2.325
H: 0.218 -4.476 -1.095
H: -1.131 -3.366 -2.955
H: -1.913 -3.559 -1.432
H: -0.400 0.973 -2.802
H: 0.909 -0.183 -2.124
H: 1.310 -0.039 0.646
H: 1.468 1.675 2.563
H: 0.390 4.029 2.369
H: -0.927 4.583 0.185
H: -1.123 2.850 -1.718
H: -3.508 0.201 -2.738
H: -4.011 1.626 -1.099
H: -2.667 1.124 -0.059
H: -4.340 -0.655 1.008
H: -5.654 0.323 0.072
H: -4.542 1.113 1.232
C: -5.168 -3.276 4.303
Cl: -5.325 -1.600 3.744
Cl: -3.713 -3.431 5.305
Cl: -6.597 -3.713 5.263
Cl: -5.042 -4.355 2.906
C: 1.993 5.212 -2.735
Cl: 1.165 4.256 -1.480
Cl: 1.061 5.122 -4.242
Cl: 2.118 6.903 -2.212
Cl: 3.626 4.545 -2.993
C: -10.702 -5.133 6.007
Cl: -10.933 -5.987 7.543
Cl: -11.973 -3.913 5.811
Cl: -9.110 -4.342 6.004
Cl: -10.784 -6.291 4.668
C: -11.353 -0.229 4.381
Cl: -10.668 0.701 3.035
Cl: -11.834 0.877 5.683
Cl: -12.775 -1.126 3.813
Cl: -10.139 -1.364 4.992
C: 8.582 -2.825 0.240
Cl: 8.403 -1.142 -0.292
Cl: 10.041 -2.980 1.235
Cl: 7.164 -3.297 1.194
Cl: 8.718 -3.881 -1.177
C: 2.659 0.840 -7.686
Cl: 2.549 2.097 -6.438
Cl: 3.394 -0.618 -6.993
Cl: 1.035 0.457 -8.284
Cl: 3.659 1.429 -9.028
C: -7.525 -0.346 8.350
Cl: -5.871 0.018 7.826
Cl: -7.606 -0.306 10.123
Cl: -8.635 0.863 7.679
Cl: -7.985 -1.959 7.776
C: 4.767 4.250 -11.619
Cl: 3.863 4.093 -13.136
Cl: 5.963 5.550 -11.775
Cl: 3.646 4.626 -10.302
Cl: 5.597 2.723 -11.259
C: -9.112 4.502 6.031
Cl: -7.459 4.869 5.505
Cl: -9.191 4.541 7.801
Cl: -10.226 5.709 5.363
Cl: -9.574 2.890 5.453
C: 11.712 -7.023 2.319
Cl: 13.361 -6.635 1.797
Cl: 11.636 -7.016 4.090
Cl: 10.588 -5.812 1.674
Cl: 11.264 -8.630 1.715
C: -4.734 -1.062 13.482
Cl: -5.813 -0.731 12.113
Cl: -5.694 -1.564 14.886
Cl: -3.606 -2.358 13.044
Cl: -3.821 0.404 13.885
C: 3.979 7.591 -6.293
Cl: 3.004 7.031 -7.662
Cl: 4.004 6.322 -5.055
Cl: 5.635 7.924 -6.835
Cl: 3.268 9.071 -5.622

## Properties
molecular weight = 2423.4 g mol⁻¹
multiplicity = 1
HOMO level = -9.230 eV
electronic energy = -27011.14502 Eh
gap between HOMO and LUMO = 0.3289 Eh
total charge = 0

=====

DFT (ωB97M-V with the def2-TZVPD basis set) results for 5 unconnected molecules or ions with the total composition H8IO4.

Geometry (Å):
I: -0.564 -0.488 -0.126
O: 0.533 2.818 0.108
H: -0.054 3.037 0.913
H: 0.340 1.815 0.017
O: -3.744 1.325 0.597
H: -3.011 0.683 0.724
H: -3.537 1.916 -0.116
O: 2.863 0.021 -1.185
H: 3.136 -0.721 -0.528
H: 2.043 0.112 -1.020
O: 0.899 -3.815 0.103
H: 0.735 -2.909 -0.328
H: 0.360 -3.793 0.840

## Properties
molecular weight = 199.0 g mol⁻¹
energy above the lowest of the compared OMol25 structures with the same formula, charge and spin = 1.0969 eV
multiplicity = 1
HOMO level = -4.875 eV
electronic energy = -603.54020 Eh
gap between HOMO and LUMO = 0.3041 Eh
total charge = -1

=====

DFT (ωB97M-V with the def2-TZVPD basis set) results for a molecular structure, C13H18NO5PtSSe.

Geometry (Å):
Pt: 0.389 2.765 0.582
O: 2.606 1.945 3.923
C: 2.058 2.038 2.690
O: 1.086 2.869 2.541
C: 2.552 1.246 1.647
C: 3.549 0.236 1.615
C: 3.753 -0.447 0.445
C: 2.992 -0.181 -0.723
C: 2.041 0.813 -0.640
N: 1.874 1.486 0.485
C: 1.052 1.243 -1.717
O: 1.047 0.688 -2.801
O: 0.231 2.198 -1.370
H: 2.072 2.523 4.483
H: 4.111 0.003 2.508
H: 4.505 -1.226 0.418
H: 3.124 -0.727 -1.645
C: 0.044 -2.550 -2.054
C: -1.343 -2.525 -1.422
C: -1.302 -2.298 0.087
S: -0.705 -0.647 0.577
O: -0.058 -0.846 1.911
C: -2.302 0.123 0.937
C: -3.280 0.189 -0.229
C: -2.769 0.996 -1.417
H: -0.020 -2.740 -3.127
H: 0.659 -3.333 -1.605
H: 0.559 -1.596 -1.930
H: -1.852 -3.477 -1.605
H: -1.952 -1.758 -1.904
H: -0.564 -2.952 0.555
H: -2.267 -2.477 0.567
H: -2.036 1.130 1.271
H: -2.700 -0.440 1.786
H: -4.196 0.650 0.152
H: -3.562 -0.823 -0.537
H: -2.507 2.008 -1.105
H: -3.532 1.058 -2.195
H: -1.867 0.569 -1.859
Se: -1.493 4.266 0.705

## Properties
molecular weight = 574.4 g mol⁻¹
energy above the lowest of the compared OMol25 structures with the same formula, charge and spin = 0.0000 eV
multiplicity = 3
HOMO level (alpha / beta) = -3.040 / -3.992 eV
electronic energy = -3856.13872 Eh
gap between HOMO and LUMO (alpha / beta) = 0.2134 / 0.2292 Eh
total charge = -1

=====

DFT (ωB97M-V with the def2-TZVPD basis set) results for a molecular structure, C10H7NO2SSnTe.

Geometry (Å):
Sn: 1.889 0.015 -2.212
O: 5.887 0.072 0.002
C: 4.960 0.008 -0.681
O: 4.179 -0.061 -1.853
C: 3.345 -0.028 0.770
C: 3.862 0.139 2.006
C: 2.539 0.046 2.973
C: 1.375 0.397 2.511
C: 1.189 -0.229 1.101
N: 1.895 0.037 -0.023
H: 4.868 -0.085 2.019
H: 3.321 -0.369 3.704
H: 0.686 -0.054 3.314
H: -0.081 0.036 0.715
Te: -1.137 -0.014 -2.157
C: -3.093 0.019 -2.095
C: -3.967 -0.129 -0.714
C: -5.334 0.139 -1.038
C: -5.567 0.422 -2.572
S: -4.169 -0.076 -3.279
H: -3.661 0.004 0.465
H: -6.063 0.045 -0.365
H: -6.925 -0.336 -2.589

## Properties
molecular weight = 451.5 g mol⁻¹
energy above the lowest of the compared OMol25 structures with the same formula, charge and spin = 2.6936 eV
multiplicity = 1
HOMO level (alpha / beta) = -7.262 / -7.258 eV
electronic energy = -1470.39346 Eh
gap between HOMO and LUMO (alpha / beta) = 0.1865 / 0.1863 Eh
total charge = 0

=====

So what do the calculations give for maximum force? Going down the list: 8.03; 5.21; 4.31; 6.93; 3.79; 10.95; 0.15; 11.10 eV Å⁻¹.